(1)
ORCA calculation (ωB97M-V with the def2-TZVPD basis set) on 2 unconnected molecules or ions with the total composition C3H6BrN2P2.

Geometry (Å):
C (-0.6815, -1.4985, 0.5057)
C (0.5381, -1.9349, 0.1152)
C (0.3171, 0.1694, -0.5699)
N (-0.7298, -0.1730, 0.1027)
N (1.1751, -0.8876, -0.6020)
P (0.7835, 2.5572, -1.5414)
P (-2.1750, 0.7922, 0.3622)
Br (1.4100, -3.5023, 0.4818)
H (-1.5803, -1.8531, 1.0593)
H (2.1429, -1.0855, -0.8453)
H (2.1285, 2.2551, -1.2407)
H (0.7164, 3.3250, -0.3703)
H (-1.5289, 1.8233, 1.1264)
H (-2.5160, 0.0127, 1.4163)

Forces on the atoms, in the same order (eV/Å):
C -0.4084 -0.0288 0.5565
C -0.1344 0.4526 -0.2606
C 3.0859 2.9405 -1.7737
N -1.1191 -0.2277 0.1202
N -1.5748 -1.3177 1.5337
P -0.2495 -2.6535 0.4419
P -0.0776 1.6079 -1.0468
Br 0.1734 -0.4094 -0.0706
H 1.4380 -0.3228 -0.5276
H -0.2843 1.0676 -0.4427
H 0.1202 -0.0122 -0.1915
H -0.2871 -0.1454 0.5327
H -0.2142 -0.4839 -0.0683
H -0.4683 -0.4672 1.1967

Calculated values
ΔE to the lowest compared entry with this formula, charge and spin (eV): 1.770
Highest occupied orbital energy (eV): -13.3
LUMO energy (Eh): -0.201
Calculated total energy (eV): -94798.5876
Charge: +1
Multiplicity: 1

***

(2)
ORCA calculation (ωB97M-V with the def2-TZVPD basis set) on 6 unconnected molecules or ions with the total composition C16H30Br10N2O2S.

Geometry (Å):
N (1.0662, -0.0899, 1.8398)
C (-0.2313, 0.2902, 1.2399)
C (-0.2068, 1.8070, 0.9536)
C (-1.6171, 2.4479, 0.8477)
C (-2.3761, 2.2701, 2.1920)
O (-3.6670, 1.6402, 2.0513)
C (-3.7139, 0.3786, 2.5023)
O (-3.2601, -0.0222, 3.5072)
N (-4.4614, -0.5382, 1.6518)
C (-4.6066, -0.0885, 0.5353)
S (-4.6837, 0.1318, -1.0059)
H (1.2228, -1.0874, 1.7523)
H (1.0634, 0.1499, 2.8268)
H (-0.3281, -0.2669, 0.3002)
H (-1.0085, 0.0113, 1.9723)
H (0.3522, 2.2731, 1.7896)
H (0.3723, 1.9968, 0.0399)
H (-2.1753, 2.1027, -0.0300)
H (-1.4231, 3.5267, 0.7535)
H (-1.7024, 1.7692, 2.8951)
H (-2.5668, 3.2637, 2.6186)
Br (-1.7739, -1.5838, -4.9959)
C (-1.9883, -3.1320, -3.8339)
C (-2.6625, -2.7573, -2.5411)
Br (-1.4356, -1.8502, -1.3330)
H (-1.0008, -3.5600, -3.6928)
H (-2.6040, -3.8292, -4.3991)
H (-2.9813, -3.6493, -2.0046)
H (-3.5147, -2.0981, -2.6796)
Br (-0.9475, 6.7682, -0.2147)
C (0.7009, 7.1378, 0.7533)
C (1.6507, 5.9717, 0.6855)
Br (1.1037, 4.5378, 1.8840)
H (0.4196, 7.3976, 1.7694)
H (1.1303, 8.0099, 0.2637)
H (2.6417, 6.2662, 1.0265)
H (1.7263, 5.5404, -0.3083)
Br (0.1925, -4.8896, -6.2989)
C (0.4480, -3.3221, -7.4254)
C (1.4711, -3.5779, -8.5001)
Br (3.2820, -3.5280, -7.7877)
H (0.7159, -2.5013, -6.7675)
H (-0.5280, -3.1257, -7.8650)
H (1.4392, -2.7904, -9.2508)
H (1.3479, -4.5420, -8.9843)
Br (4.0775, -2.4364, 1.4979)
C (5.5413, -1.2128, 1.1263)
C (5.0342, 0.1873, 0.8943)
Br (4.2456, 0.3753, -0.8750)
H (6.0857, -1.6160, 0.2777)
H (6.1754, -1.2495, 2.0103)
H (5.8578, 0.8992, 0.9154)
H (4.2761, 0.4900, 1.6120)
Br (0.5735, -3.2434, 3.9704)
C (-0.6643, -3.0496, 5.4594)
C (-1.1676, -1.6346, 5.5719)
Br (0.1763, -0.4596, 6.3535)
H (-0.1437, -3.3920, 6.3488)
H (-1.4858, -3.7290, 5.2397)
H (-2.0182, -1.5837, 6.2487)
H (-1.4457, -1.2037, 4.6159)

Forces on the atoms, in the same order (eV/Å):
N 0.0215 0.1723 -0.3826
C 0.8941 0.1880 0.3416
C -0.6209 -0.7544 0.2593
C 0.7852 0.2207 0.7111
C 0.6533 1.3942 -0.1927
O 0.5046 -0.6504 -0.3678
C -1.2706 -0.6369 -0.6224
O 1.1109 -0.3786 1.6053
N 0.3631 1.8697 1.0704
C -0.1121 -1.2335 -2.2150
S -0.2827 0.4558 0.3759
H 0.0076 0.0894 0.1752
H 0.0701 -0.1948 -0.0603
H -0.2257 0.1651 0.4208
H -0.3078 0.0969 -0.6799
H -0.4898 -0.4382 -0.5117
H -0.0554 -0.0123 0.2754
H -0.0003 -0.0333 0.2812
H -0.3369 -0.2507 -0.3555
H -0.6482 -0.2944 0.0484
H -0.1555 -0.3142 -0.0989
Br 0.0588 -0.0030 0.0321
C -0.1729 0.0254 -0.1543
C 0.1690 -0.0991 0.2149
Br -0.1621 -0.0696 -0.1422
H -0.0264 0.0346 0.0357
H 0.0023 0.0076 0.0343
H 0.0163 -0.0157 -0.0658
H 0.0401 -0.0118 -0.0472
Br -0.0136 -0.0182 0.0972
C -0.0717 0.0994 -0.2722
C 0.1366 -0.0069 0.3386
Br 0.2795 0.6370 -0.0686
H 0.0419 -0.0683 -0.0049
H 0.0323 -0.0444 0.0020
H -0.0393 0.0548 -0.0166
H -0.0676 0.0381 0.0124
Br 0.0420 0.0447 0.0347
C -0.1778 -0.1482 -0.0604
C 0.2121 0.1810 -0.0006
Br -0.0389 -0.0808 -0.0260
H 0.0368 -0.0278 -0.0353
H 0.0346 0.0074 -0.0145
H -0.0594 0.0027 0.0429
H -0.0449 0.0117 0.0579
Br 0.0213 -0.1228 -0.0527
C -0.1107 -0.0271 0.2351
C 0.0997 0.1463 -0.2111
Br -0.0511 -0.0004 0.0800
H -0.0501 0.0690 -0.0246
H -0.0217 0.0649 -0.0099
H 0.0225 -0.0645 0.0178
H -0.0358 -0.1016 -0.0351
Br 0.0723 -0.0390 0.0578
C -0.0617 -0.0639 -0.2168
C 0.0246 0.0467 0.2241
Br 0.0080 0.0277 -0.1115
H -0.0069 0.0821 -0.0036
H -0.0251 0.0677 -0.0023
H 0.0067 -0.0373 -0.0318
H -0.0241 -0.0588 0.0132

Calculated values
Highest occupied orbital energy (eV): -8.9
LUMO energy (Eh): 0.001
Calculated total energy (eV): -735413.6312
Multiplicity: 1

***

(3)
ORCA calculation (ωB97M-V with the def2-TZVPD basis set) on a molecular structure, C15H13Br9F2.

Geometry (Å):
C (5.9806, 3.4233, 0.6839)
Br (4.4200, 4.5229, 0.3092)
Br (7.3993, 3.7861, -0.4725)
Br (5.3368, 1.5906, 0.5840)
H (6.3732, 3.5873, 1.6844)
C (2.5435, -3.0908, 1.0968)
Br (2.9706, -1.9556, -0.3330)
Br (0.8536, -3.8861, 0.9671)
Br (2.7500, -1.8947, 2.6453)
H (3.2981, -3.8543, 1.1890)
C (-1.2553, 6.3558, 2.6047)
Br (-0.9257, 4.5075, 2.7906)
Br (-0.5828, 7.0237, 0.9693)
Br (-0.4693, 7.4764, 3.9376)
H (-2.3034, 6.5449, 2.6562)
F (-2.9800, 1.8583, -0.4837)
C (-1.6908, 1.8148, -0.0873)
C (-0.7190, 2.6925, -0.6548)
C (0.6149, 2.5353, -0.2725)
C (0.9522, 1.5419, 0.6252)
C (-0.0093, 0.7026, 1.2002)
C (-1.3516, 0.8407, 0.8076)
H (-1.0645, 3.3859, -1.3688)
H (1.3720, 3.1378, -0.7888)
H (1.9872, 1.4288, 0.9394)
H (0.3397, 0.0250, 1.9430)
H (-2.1434, 0.1605, 1.0984)
F (-3.7572, -6.8979, -2.6643)
C (-3.2110, -5.7095, -2.2388)
C (-3.9972, -4.7078, -1.6621)
C (-3.3595, -3.4809, -1.4167)
C (-1.9874, -3.3189, -1.6713)
C (-1.2743, -4.3315, -2.2395)
C (-1.8913, -5.5298, -2.5617)
H (-5.0760, -4.8176, -1.4991)
H (-3.8764, -2.6438, -1.0250)
H (-1.5116, -2.3547, -1.5334)
H (-0.2680, -4.1405, -2.5459)
H (-1.4868, -6.3282, -3.2133)

Forces on the atoms, in the same order (eV/Å):
C -1.0282 -0.3905 0.4225
Br 0.3615 0.2407 0.2826
Br 0.7328 0.1191 -0.7439
Br 0.3824 -0.0807 0.1060
H -0.5269 0.0633 -0.0574
C 0.6286 0.7868 1.0304
Br 0.1891 0.2639 -1.4973
Br -0.6645 -0.2848 -0.0074
Br -0.2172 -0.5835 0.4156
H 0.0532 -0.0977 0.0384
C 0.3605 0.5237 0.1131
Br 0.0644 -0.5284 0.2330
Br 0.0277 0.0508 -1.2148
Br 0.1297 -0.0235 0.9401
H -0.5599 -0.0883 -0.1017
F 0.1289 0.3624 -0.1198
C 1.3914 0.9026 -0.8474
C -0.8685 -1.7430 1.3718
C -0.7000 0.2682 -1.0625
C 0.1902 -0.3692 0.8726
C -0.1408 1.3246 -0.9662
C 0.5002 -0.6978 0.4277
H -0.1026 0.8405 -0.7254
H -0.2308 -0.1818 0.4933
H -0.1022 -0.0044 -0.1194
H -0.1688 -0.7097 0.3315
H 0.1431 0.0090 0.3553
F -0.0622 0.8325 0.5796
C -0.8086 -0.1592 -0.3021
C 0.1752 0.3415 -0.1585
C 0.9059 -1.1049 -0.1618
C -1.1064 0.6320 0.2441
C 0.2851 -0.6112 -0.6547
C 0.0539 -0.7657 -0.6995
H 0.5749 -0.1473 -0.0499
H -0.7085 0.5086 0.3214
H -0.0983 -0.0467 0.2109
H 0.5465 -0.0943 -0.0492
H 0.2691 0.6423 0.7491

Calculated values
ΔE to the lowest compared entry with this formula, charge and spin (eV): 0.000
Highest occupied orbital energy (eV): -9.2
LUMO energy (Eh): -0.001
Calculated total energy (eV): -651581.3472
Multiplicity: 1